{
  "formula": "C25H41N2O2Sb2W",
  "method": "ωB97M-V with the def2-TZVPD basis set",
  "total_charge": 3,
  "spin_multiplicity": 3,
  "s_squared": 2.02,
  "energy_ha": -1783.81774,
  "elements": ["W", "C", "Sb", "C", "C", "C", "C", "C", "C", "C", "C", "C", "Sb", "C", "C", "H", "H", "H", "H", "H", "H", "H", "H", "H", "H", "H", "H", "H", "H", "H", "H", "H", "H", "H", "H", "C", "C", "C", "C", "C", "C", "C", "C", "C", "C", "C", "C", "O", "H", "H", "H", "H", "H", "H", "H", "H", "H", "H", "H", "H", "H", "H", "H", "H", "H", "N", "C", "N", "O", "H", "H", "H", "H"],
  "xyz": [[-0.447766, 0.163401, 0.843795], [2.527879, 3.005789, 1.084429], [2.166844, 1.024218, 0.458831], [3.515371, -0.200142, 1.533961], [2.707408, 0.988401, -1.615860], [2.165461, 2.188411, -2.340639], [2.935165, 3.353571, -2.346980], [2.526619, 4.487860, -3.025908], [1.329473, 4.471289, -3.729572], [0.559425, 3.322029, -3.737414], [0.953057, 2.174358, -3.046173], [0.070418, 0.964971, -3.127166], [-1.450131, 1.013309, -1.611148], [-3.104335, -0.142822, -2.240703], [-2.108769, 3.018156, -1.559110], [3.596530, 3.198193, 1.001604], [2.217102, 3.121759, 2.120496], [1.985799, 3.691967, 0.437196], [4.526792, 0.094497, 1.257911], [3.348288, -1.242648, 1.274876], [3.366426, -0.045093, 2.600452], [2.383230, 0.028713, -2.012025], [3.798058, 0.992727, -1.606443], [3.893937, 3.356233, -1.840158], [3.152031, 5.370115, -3.032048], [1.013391, 5.339231, -4.292005], [-0.352624, 3.299464, -4.324030], [0.589375, 0.014753, -3.029061], [-0.488859, 0.945710, -4.063421], [-3.365355, 0.172672, -3.249886], [-3.942416, 0.036576, -1.570605], [-2.834801, -1.196180, -2.237967], [-2.576770, 3.245863, -2.515771], [-1.252577, 3.674783, -1.415604], [-2.839847, 3.138333, -0.761976], [2.012681, -2.801439, -0.990692], [0.717567, -3.570282, -1.258529], [-0.162842, -2.864254, -2.291048], [-0.040352, -3.915527, 0.009903], [-0.267496, -5.249664, 0.332642], [-0.967030, -5.615351, 1.471742], [-1.458468, -4.640363, 2.327526], [-1.258702, -3.293845, 2.058457], [-1.786941, -2.246299, 3.021849], [-2.860434, -1.341995, 2.415895], [-0.673044, -1.464083, 3.719910], [-0.551608, -2.978782, 0.902219], [-0.336741, -1.615327, 0.637281], [2.587071, -2.695175, -1.912065], [2.639177, -3.319760, -0.264383], [1.801727, -1.798009, -0.605633], [1.005411, -4.526683, -1.698031], [-0.465226, -1.871841, -1.939978], [-1.065434, -3.438373, -2.501854], [0.380355, -2.740033, -3.229304], [0.112191, -6.016460, -0.330556], [-1.129937, -6.660904, 1.693547], [-2.000884, -4.928339, 3.219204], [-2.293830, -2.803390, 3.812526], [-2.492803, -0.648465, 1.624267], [-3.322437, -0.708179, 3.174670], [-3.649566, -1.918979, 1.935227], [-0.107437, -0.775401, 3.056200], [0.079706, -2.132497, 4.136217], [-1.064093, -0.861294, 4.542201], [-2.023272, 2.031605, 3.925945], [-1.548940, 2.516892, 2.790827], [-1.686504, 3.794573, 2.474130], [-0.924729, 1.740990, 1.971177], [-2.488307, 2.615813, 4.605024], [-1.855751, 1.069060, 4.168179], [-2.116970, 4.458522, 3.100491], [-1.299930, 4.143070, 1.612933]],
  "forces_ev_per_a": [[0.0, 0.0, 0.0], [0.0, 0.0, 0.0], [0.0, 0.0, 0.0], [0.0, 0.0, 0.0], [0.0, 0.0, 0.0], [0.1, 0.0, 0.0], [0.0, 0.0, 0.0], [0.0, 0.0, 0.0], [0.0, 0.0, 0.0], [0.0, 0.0, 0.0], [0.0, 0.0, 0.0], [0.0, 0.0, 0.0], [0.0, 0.0, 0.0], [0.0, 0.0, 0.0], [0.0, 0.0, 0.0], [0.0, 0.0, 0.0], [0.0, 0.0, 0.0], [0.0, 0.0, 0.0], [0.0, 0.0, 0.0], [0.0, 0.0, 0.0], [0.0, 0.0, 0.0], [0.0, 0.0, 0.0], [0.0, 0.0, 0.0], [0.0, 0.0, 0.0], [0.0, 0.0, 0.0], [0.0, 0.0, 0.0], [0.0, 0.0, 0.0], [0.0, 0.0, 0.0], [0.0, 0.0, 0.0], [0.0, 0.0, 0.0], [0.0, 0.0, 0.0], [0.0, 0.0, 0.0], [0.0, 0.0, 0.0], [0.0, 0.0, 0.0], [0.0, 0.0, 0.0], [0.0, 0.0, 0.0], [0.0, 0.0, 0.0], [0.0, 0.0, 0.0], [0.1, 0.0, -0.1], [-0.1, 0.0, 0.0], [0.0, 0.1, 0.0], [0.0, -0.1, 0.0], [0.0, 0.1, 0.1], [0.0, 0.0, 0.0], [0.0, 0.0, 0.0], [0.0, 0.0, 0.0], [0.0, 0.0, 0.0], [-0.1, 0.0, 0.0], [0.0, 0.0, 0.0], [0.0, 0.0, 0.0], [0.0, 0.0, 0.0], [0.0, 0.0, 0.0], [0.0, 0.0, 0.0], [0.0, 0.0, 0.0], [0.0, 0.0, 0.0], [0.0, 0.0, 0.0], [0.0, 0.0, 0.0], [0.0, 0.0, 0.0], [0.0, 0.0, 0.0], [0.0, 0.0, 0.0], [0.0, 0.0, 0.0], [0.0, 0.0, 0.0], [0.0, 0.0, 0.0], [0.0, 0.0, 0.0], [0.0, 0.0, 0.0], [0.0, 0.0, 0.0], [0.0, 0.0, 0.0], [0.0, 0.0, 0.0], [0.0, 0.0, 0.0], [0.0, 0.0, 0.0], [0.0, 0.0, 0.0], [0.0, 0.0, 0.0], [0.0, 0.0, 0.0]]
}

***

{
  "formula": "C25H41N3NiO3PS2Si",
  "method": "ωB97M-V with the def2-TZVPD basis set",
  "spin_multiplicity": 2,
  "s_squared": 0.76,
  "energy_ha": -4302.82803,
  "elements": ["Ni", "C", "Si", "C", "C", "N", "C", "C", "C", "C", "C", "C", "O", "C", "C", "C", "C", "C", "C", "H", "H", "H", "H", "H", "H", "H", "H", "H", "H", "H", "H", "H", "H", "H", "H", "H", "H", "C", "C", "O", "P", "S", "S", "O", "C", "C", "H", "H", "H", "H", "H", "H", "H", "H", "H", "H", "C", "C", "N", "C", "C", "N", "C", "C", "H", "H", "H", "H", "H", "H", "H", "H", "H", "H", "H", "H", "H"],
  "xyz": [[-0.392463, 0.415107, 0.153250], [-3.080402, 1.743971, -0.910588], [-1.915382, 1.558716, -2.370285], [-2.855027, 0.489148, -3.634136], [-1.732634, 3.282140, -3.104635], [-0.444331, 0.846694, -1.862859], [0.653963, 0.713608, -2.647365], [0.660031, 0.935520, -4.043640], [1.757577, 0.705309, -4.859225], [2.937896, 0.199645, -4.329969], [2.991615, -0.030271, -2.957397], [1.910317, 0.252157, -2.142326], [1.897821, 0.006855, -0.780114], [2.920008, -0.215995, 0.089187], [2.486832, -0.586795, 1.372996], [3.396560, -0.839665, 2.377620], [4.763951, -0.715170, 2.138017], [5.187905, -0.308166, 0.883105], [4.283668, -0.051924, -0.144722], [-4.017562, 2.184865, -1.259267], [-2.645689, 2.403008, -0.157853], [-3.312542, 0.804139, -0.405442], [-3.791244, 0.970278, -3.921701], [-3.117262, -0.488102, -3.216490], [-2.285901, 0.307004, -4.547215], [-2.713563, 3.686303, -3.364335], [-1.105607, 3.327865, -3.994681], [-1.288474, 3.940296, -2.355295], [-0.252238, 1.296976, -4.500795], [1.675027, 0.905988, -5.920294], [3.799945, -0.013473, -4.945010], [3.893813, -0.465989, -2.559201], [1.420911, -0.635318, 1.574462], [3.024772, -1.113234, 3.356798], [5.481464, -0.905415, 2.924482], [6.242259, -0.167360, 0.681075], [4.675620, 0.323740, -1.075203], [-3.511208, 2.547548, 4.350827], [-2.015214, 2.410757, 4.512772], [-1.371199, 2.804698, 3.292162], [-0.493727, 1.739093, 2.460836], [0.197466, 2.667676, 0.891932], [-1.527847, 0.039367, 2.252880], [0.682420, 1.330108, 3.488216], [1.737572, 2.273022, 3.728173], [2.417343, 1.892999, 5.021036], [-4.022338, 2.277662, 5.276325], [-3.857421, 1.888998, 3.554837], [-3.776503, 3.572534, 4.094102], [-1.741393, 1.384191, 4.767165], [-1.631609, 3.069159, 5.295701], [1.322177, 3.284245, 3.780069], [2.427537, 2.237799, 2.881902], [1.708595, 1.903829, 5.849368], [3.219791, 2.596914, 5.244367], [2.848984, 0.895473, 4.949773], [-0.538099, -4.222005, 0.225486], [-0.214245, -2.755155, 0.587756], [-0.781835, -1.858791, -0.408400], [-2.233349, -1.951576, -0.416995], [-2.671672, -3.404854, -0.703553], [-1.426417, -4.197425, -0.987100], [-0.691753, -3.592728, -2.152529], [-0.254513, -2.174734, -1.731252], [-1.083262, -4.750736, 1.006716], [0.343761, -4.800564, -0.049089], [0.863685, -2.601151, 0.621842], [-0.619658, -2.486513, 1.562958], [-2.607839, -1.271325, -1.180693], [-2.613927, -1.612750, 0.546043], [-3.309375, -3.496165, -1.582426], [-3.160531, -3.883319, 0.144895], [-1.690069, -5.151407, -1.220996], [-1.387244, -3.594873, -2.991572], [0.143013, -4.255599, -2.378293], [-0.621522, -1.422383, -2.426643], [0.829793, -2.094474, -1.699549]],
  "forces_ev_per_a": [[-0.4, 0.1, -0.3], [0.0, 0.0, -0.1], [-0.1, 0.1, 0.1], [0.1, 0.0, 0.0], [0.0, 0.0, 0.0], [0.2, -0.1, 0.1], [0.2, 0.0, -0.2], [0.0, 0.0, -0.1], [0.1, -0.1, 0.1], [-0.3, 0.1, 0.0], [0.0, -0.1, -0.2], [0.2, 0.0, 0.0], [-0.2, -0.2, 0.2], [0.0, 0.1, 0.1], [0.1, 0.0, -0.3], [0.1, 0.0, 0.0], [0.0, 0.0, -0.1], [-0.1, 0.0, 0.1], [0.0, 0.1, 0.1], [-0.1, 0.0, 0.0], [0.0, 0.0, 0.0], [0.0, 0.0, 0.0], [-0.1, 0.0, 0.0], [0.0, 0.0, 0.0], [0.0, 0.0, 0.0], [0.0, 0.0, 0.0], [0.0, 0.0, 0.0], [0.0, 0.0, 0.0], [0.0, 0.0, 0.0], [0.0, 0.0, 0.0], [0.0, 0.0, -0.1], [-0.1, 0.0, 0.1], [0.0, 0.1, -0.1], [0.0, 0.0, 0.0], [0.0, 0.0, 0.0], [0.0, 0.0, 0.0], [-0.1, 0.0, 0.0], [0.0, 0.0, 0.0], [0.0, 0.0, 0.0], [0.1, 0.0, 0.0], [0.0, 0.0, 0.5], [0.0, 0.0, -0.1], [0.1, 0.1, -0.1], [0.0, 0.0, 0.1], [0.0, 0.1, 0.0], [0.0, 0.0, 0.0], [0.0, 0.0, 0.0], [0.0, 0.0, 0.0], [0.0, 0.0, 0.0], [0.0, 0.0, 0.0], [0.0, 0.0, 0.0], [0.0, 0.0, 0.0], [0.0, 0.0, 0.0], [0.0, 0.0, 0.0], [0.0, 0.0, 0.0], [0.0, 0.0, 0.0], [0.0, -0.1, 0.0], [0.0, 0.0, 0.1], [0.1, 0.1, 0.0], [-0.1, 0.0, 0.0], [0.0, -0.1, 0.0], [0.0, 0.0, 0.0], [0.0, -0.1, 0.0], [0.0, 0.0, -0.1], [0.0, 0.0, 0.0], [0.0, 0.0, 0.0], [0.0, 0.0, 0.0], [0.0, 0.0, 0.0], [0.0, 0.0, 0.0], [0.0, 0.0, 0.0], [0.0, 0.0, 0.0], [0.0, 0.0, 0.0], [0.0, 0.0, 0.0], [0.0, 0.0, 0.0], [0.0, 0.0, 0.0], [0.0, 0.0, 0.0], [0.0, 0.0, 0.0]]
}